{
  "formula": "C39H39AsClNNiO5P",
  "method": "ωB97M-V/def2-TZVPD",
  "symbols": ["Ni", "O", "C", "C", "N", "C", "C", "O", "O", "C", "C", "O", "O", "H", "H", "H", "H", "H", "H", "H", "H", "H", "Cl", "C", "C", "C", "C", "C", "C", "C", "H", "H", "H", "H", "H", "H", "C", "C", "As", "C", "C", "C", "C", "C", "C", "C", "C", "C", "C", "C", "C", "P", "C", "C", "C", "C", "C", "C", "C", "C", "C", "C", "C", "C", "H", "H", "H", "H", "H", "H", "H", "H", "H", "H", "H", "H", "H", "H", "H", "H", "H", "H", "H", "H", "H", "H", "H", "H"],
  "xyz": [[1.81221, -1.36433, 0.40238], [1.66111, -3.60573, 0.68208], [1.46221, -4.47613, 1.75618], [1.45511, -3.77933, 3.12208], [2.58891, -2.92003, 3.33848], [3.91211, -3.24643, 2.94548], [4.56331, -2.23653, 1.85758], [5.76721, -2.08553, 1.97468], [3.78531, -1.77883, 1.00318], [2.39141, -1.83403, 4.23788], [1.57411, -0.63723, 3.60418], [1.32611, 0.30437, 4.34548], [1.22551, -0.80233, 2.41398], [2.57551, -3.24723, 0.74408], [2.23131, -5.26683, 1.75218], [0.48991, -4.95103, 1.59308], [1.38471, -4.56003, 3.90728], [0.55881, -3.15583, 3.18118], [3.95121, -4.23463, 2.48288], [4.59611, -3.23003, 3.80388], [3.35661, -1.43453, 4.55658], [1.82331, -2.14763, 5.12628], [-1.19599, -6.32193, -3.09342], [-0.24479, -4.91523, -2.71212], [1.12211, -5.05463, -2.50902], [1.87621, -3.95043, -2.19342], [1.29991, -2.66473, -2.07192], [2.07851, -1.51583, -1.72902], [-0.08769, -2.56963, -2.31932], [-0.85189, -3.67033, -2.62232], [1.58041, -6.02863, -2.59462], [2.94001, -4.05623, -2.03302], [1.71291, -0.57463, -2.13852], [3.15681, -1.63413, -1.83352], [-0.55789, -1.60223, -2.23812], [-1.91879, -3.57193, -2.77852], [-0.48599, 1.31707, -0.90422], [0.52971, 2.17297, -1.63462], [-0.25799, 3.30147, -3.07292], [-1.40639, 1.85197, -3.74172], [-0.80369, 0.95907, -4.62252], [-1.43059, -0.22133, -4.97652], [-2.68499, -0.51383, -4.46842], [-3.30999, 0.38407, -3.61992], [-2.67369, 1.55807, -3.25692], [-1.59579, 4.30017, -2.04252], [-1.41769, 4.65067, -0.71042], [-2.38869, 5.36467, -0.02892], [-3.54559, 5.76197, -0.67612], [-3.71609, 5.45967, -2.01732], [-2.74439, 4.74507, -2.69322], [0.27491, 0.34497, 0.52868], [-1.29959, 0.03877, 1.39398], [-1.47809, 0.35457, 2.73798], [-2.71259, 0.18127, 3.33858], [-3.78089, -0.31533, 2.60998], [-3.58969, -0.70103, 1.29328], [-2.35619, -0.53363, 0.69148], [0.96641, 1.81277, 1.35368], [0.17591, 2.85757, 1.81338], [0.76521, 4.02707, 2.25838], [2.14511, 4.15977, 2.24438], [2.93711, 3.11067, 1.80408], [2.35001, 1.93777, 1.36558], [-0.92609, 0.59987, -1.60172], [-1.30269, 1.93077, -0.50662], [1.28391, 1.52907, -2.09712], [1.06351, 2.83417, -0.94422], [0.18161, 1.19467, -5.01442], [-0.93599, -0.92153, -5.63362], [-3.16979, -1.44413, -4.72602], [-4.28899, 0.16087, -3.21892], [-3.16189, 2.24157, -2.57222], [-0.51479, 4.35797, -0.19062], [-2.24339, 5.60797, 1.01448], [-4.31009, 6.30897, -0.14172], [-4.61019, 5.77767, -2.53622], [-2.87539, 4.51067, -3.74562], [-0.64469, 0.72137, 3.31958], [-2.84759, 0.44767, 4.37868], [-4.75299, -0.41443, 3.07098], [-4.40789, -1.12273, 0.72578], [-2.20719, -0.86443, -0.32602], [-0.90189, 2.76347, 1.81398], [0.13791, 4.83767, 2.60788], [2.59991, 5.08187, 2.58128], [4.01331, 3.21187, 1.78858], [2.95351, 1.10267, 1.02248]],
  "mulliken_charge": [0.26, 0.00, -1.02, -0.58, 0.56, -0.98, 0.37, -0.79, -0.44, -1.32, 0.31, -0.75, -0.45, 0.38, 0.35, 0.39, 0.35, 0.24, 0.36, 0.35, 0.41, 0.31, -0.27, 0.25, -0.79, -0.52, 0.52, -1.08, 0.67, -1.11, 0.42, 0.41, 0.18, 0.47, 0.35, 0.43, -0.28, -1.41, 0.13, -0.14, -0.27, -0.78, -0.31, -0.86, 0.47, 0.05, -0.16, -0.46, -0.67, -0.48, -0.33, 2.11, 1.10, -0.74, -0.96, -0.76, -0.61, -0.38, 0.58, -0.50, -0.66, -0.69, -0.75, -0.49, -0.31, 0.76, 0.26, 0.59, 0.38, 0.38, 0.44, 0.41, 0.26, 0.49, 0.41, 0.38, 0.39, 0.40, 0.28, 0.47, 0.39, 0.47, 0.21, 0.57, 0.40, 0.37, 0.45, 0.16],
  "charge": -1,
  "lumo_ev": [2.312, 2.319],
  "spin_multiplicity": 1,
  "total_energy_ev": -176498.1755,
  "gap_ev": [6.82, 6.83],
  "homo_energy_ev": [-4.5, -4.5]
}



{
  "formula": "C39H39InO10P",
  "method": "ωB97M-V/def2-TZVPD",
  "symbols": ["C", "C", "C", "C", "O", "In", "C", "C", "O", "C", "O", "C", "C", "C", "O", "O", "P", "C", "O", "H", "H", "H", "H", "H", "H", "H", "H", "H", "H", "H", "H", "H", "H", "H", "H", "H", "H", "H", "H", "H", "H", "H", "C", "C", "C", "C", "C", "C", "C", "O", "C", "C", "C", "C", "C", "C", "C", "O", "H", "H", "H", "H", "H", "H", "H", "H", "C", "C", "C", "C", "C", "C", "C", "O", "C", "C", "C", "C", "C", "C", "C", "O", "H", "H", "H", "H", "H", "H", "H", "H"],
  "xyz": [[2.91688, 3.97595, 1.67566], [1.41064, 4.36846, 1.23893], [0.90169, 3.22857, 0.19532], [-0.66809, 2.86855, 0.44024], [-0.86874, 1.91137, 1.49371], [-0.42279, -0.05212, 0.83559], [1.77356, -0.39396, 1.42154], [2.20896, -1.92154, 1.29768], [3.64895, -2.17855, 1.38654], [4.35992, -1.10427, 1.97375], [4.90811, -0.28686, 1.19191], [-1.84212, -1.47070, 1.89754], [-3.31005, -0.75247, 1.81936], [-3.42039, 0.44396, 2.86469], [-4.30501, 1.31650, 2.70696], [-2.56203, 0.58733, 4.00721], [-0.83733, -0.37046, -1.66489], [0.75389, -0.82488, -2.58871], [-1.89518, -1.74804, -1.88872], [2.96378, 3.14878, 2.45688], [3.44083, 3.61319, 0.71242], [3.52131, 4.86933, 2.04647], [1.35237, 5.41869, 0.77264], [0.77024, 4.30777, 2.19563], [1.55798, 2.30751, 0.34790], [1.07179, 3.56933, -0.89487], [-1.07602, 2.50936, -0.56312], [-1.15174, 3.87229, 0.74779], [2.36312, 0.26598, 0.68319], [1.87948, -0.01874, 2.50244], [1.88829, -2.26379, 0.24208], [1.63848, -2.60097, 2.02989], [4.48850, -0.91434, 3.08735], [-1.59220, -1.64325, 2.99635], [-1.95982, -2.46412, 1.32197], [-4.17190, -1.49192, 1.89908], [-3.35017, -0.28524, 0.76758], [-2.14694, 1.47616, 3.91894], [0.99535, -1.95022, -2.57517], [1.61120, -0.25082, -2.07808], [0.72127, -0.45207, -3.67922], [-2.81797, -1.41589, -1.85609], [4.56877, -5.30614, 2.60404], [5.05616, -6.26260, 3.49238], [4.47471, -7.52434, 3.54657], [3.39417, -7.83056, 2.71968], [2.89015, -6.86482, 1.84714], [3.48707, -5.60506, 1.78263], [1.71249, -7.16038, 0.99935], [1.27378, -6.32060, 0.23492], [1.07101, -8.49142, 1.10216], [-0.07352, -8.76504, 0.35243], [-0.67508, -10.01617, 0.43232], [-0.13101, -11.00127, 1.25358], [1.00581, -10.73082, 2.00623], [1.60366, -9.47154, 1.93924], [2.79339, -9.18227, 2.77205], [3.26769, -10.04339, 3.49469], [5.02871, -4.32472, 2.55610], [5.89215, -6.02440, 4.14202], [4.86232, -8.26649, 4.23694], [3.10838, -4.85401, 1.09687], [-0.50066, -8.00313, -0.29170], [-1.56816, -10.22499, -0.14772], [-0.59682, -11.97985, 1.31002], [1.42236, -11.50046, 2.64787], [-0.52789, 9.89808, -2.78329], [-0.02894, 8.94317, -1.89979], [-0.59567, 7.67471, -1.85249], [-1.67257, 7.36063, -2.68142], [-2.18781, 8.32418, -3.54859], [-1.60537, 9.59108, -3.60609], [-3.36232, 8.01888, -4.39840], [-3.81108, 8.85978, -5.15958], [-3.98762, 6.68015, -4.30252], [-5.12886, 6.39589, -5.05360], [-5.71471, 5.13686, -4.97959], [-5.15830, 4.15451, -4.16300], [-4.02483, 4.43522, -3.40897], [-3.44304, 5.70207, -3.47014], [-2.25762, 6.00125, -2.63626], [-1.77423, 5.14512, -1.91994], [-0.07898, 10.88520, -2.82606], [0.80415, 9.18770, -1.24890], [-0.19960, 6.93299, -1.16595], [-1.99314, 10.34054, -4.28824], [-5.56561, 7.15531, -5.69411], [-6.60521, 4.91961, -5.56062], [-5.61174, 3.17008, -4.11122], [-3.59847, 3.66745, -2.77085]],
  "mulliken_charge": [-0.99, -0.23, 0.55, -0.21, -0.73, 0.85, -0.98, -0.29, -0.27, 0.16, -0.52, -1.01, -0.28, 0.58, -0.61, -0.50, 0.14, -0.83, -0.57, 0.20, 0.23, 0.38, 0.10, 0.24, -0.54, 0.21, 0.00, 0.33, 0.26, 0.25, 0.15, 0.23, 0.37, 0.35, 0.28, 0.38, 0.03, 0.35, 0.22, 0.16, 0.32, 0.29, -0.35, -0.52, -0.56, 0.32, 0.15, -0.75, 0.55, -0.67, 0.13, -0.54, -0.47, -0.44, -0.55, 0.18, 0.61, -0.69, 0.41, 0.39, 0.45, 0.62, 0.48, 0.39, 0.39, 0.45, -0.38, -0.54, -0.73, -0.05, 0.51, -0.69, 0.52, -0.71, 0.37, -0.60, -0.42, -0.58, -0.64, 0.11, 0.33, -0.57, 0.38, 0.41, 0.87, 0.45, 0.45, 0.38, 0.41, 0.69],
  "charge": -1,
  "lumo_ev": 0.567,
  "spin_multiplicity": 1,
  "total_energy_ev": -76012.3236,
  "gap_ev": 4.58,
  "homo_energy_ev": -4.0
}



Here are the calculated max |F| numbers, same order: 0.063, 0.093 (hartree/bohr).